The following is a quantum chemistry calculation of a cluster of 14 separate species, C4H39N2O14 in total, from OMol25.

Element x y z (Å)
C 1.791 -0.892 0.231
O 3.081 -0.310 -0.123
C 1.062 0.043 1.234
C -0.437 0.206 0.797
C -1.385 0.543 1.892
N -0.823 1.662 2.798
N 1.234 -0.427 2.699
H 2.039 -1.981 0.752
H 1.226 -1.058 -0.750
H 3.918 -2.064 -2.431
H 1.696 0.989 1.210
H -0.846 -0.712 0.331
H -0.443 0.901 -0.100
H -1.525 -0.378 2.449
H -2.400 0.956 1.569
H -0.037 1.220 3.293
H -1.655 2.065 3.412
H -0.630 2.440 2.031
H 2.097 0.065 3.259
H 1.190 -1.381 2.449
H 2.600 1.881 -1.630
H 3.248 1.166 -3.666
O 2.879 0.681 -2.980
H 3.372 3.062 -1.192
H 3.051 0.141 -0.981
O 2.661 2.553 -0.928
H 4.279 1.516 2.337
H 3.797 0.590 1.128
O 3.563 1.016 1.996
H 2.805 -2.173 -3.358
H 3.142 -0.264 -3.251
O 3.670 -1.682 -3.305
H -0.081 3.599 0.226
H 1.012 3.161 1.274
O 0.147 3.561 1.149
H -0.325 -2.469 -2.688
H 0.329 -1.020 -2.282
O 0.510 -1.945 -2.751
H -2.938 1.091 -0.252
H -3.765 -0.081 -0.190
O -3.342 0.507 -0.808
H -3.280 -1.330 -1.581
H -3.643 -1.083 -3.112
O -3.373 -1.739 -2.445
H -1.782 2.346 -1.365
H -2.480 3.652 -0.862
O -1.942 2.882 -0.612
H -2.483 -2.693 3.845
H -1.319 -3.531 3.230
O -1.576 -2.623 3.425
H -4.770 -1.560 0.569
H -3.446 -2.202 1.222
O -3.970 -1.412 1.102
H 1.181 0.884 -2.698
H -0.163 1.107 -3.459
O 0.213 0.948 -2.557
H -2.584 -3.799 -0.479
H -1.758 -3.125 0.563
O -2.592 -3.501 0.366

Summary:
Energy above the lowest of the compared OMol25 structures with the same formula, charge and spin (kcal per mole): 100.8
Highest occupied orbital energy (eV): -12.127
LUMO level (eV): -2.31
Calculated total energy (eV): -36419.152
Gap between HOMO and LUMO (Ha): 0.361
Net charge: +1

Mulliken population analysis, charges in e, atoms 1 to 6:
1 C 0.4348
2 O -0.6365
3 C 0.2514
4 C 0.0707
5 C -0.5336
6 N -0.1161

=====

The following is a quantum chemistry calculation of a cluster of 15 separate species, C4H39NO14S2 in total, from OMol25.

Element x y z (Å)
S -1.513 2.009 2.278
S -1.493 3.603 1.033
C -0.572 3.177 -0.491
C -0.477 1.770 -1.069
N 0.250 0.833 -0.220
C 0.507 -0.421 -0.913
C -0.650 -1.416 -1.091
H -0.349 2.067 2.963
H 0.412 3.602 -0.304
H -0.973 3.825 -1.272
H 0.132 1.882 -1.969
H -1.484 1.395 -1.299
H -0.101 0.703 0.717
H 0.963 -0.173 -1.874
H 1.274 -0.963 -0.353
H -0.686 -2.114 -0.252
H -0.454 -2.075 -1.945
H -1.609 -0.940 -1.295
H -1.414 -5.801 0.412
H -2.499 -4.801 0.332
O -2.378 -5.761 0.379
H -3.651 0.250 -0.115
H -2.625 -0.573 0.748
O -3.557 -0.508 0.471
H 2.816 -2.585 1.021
H 1.377 -3.066 0.766
O 1.994 -2.866 1.481
H -4.433 -3.349 -0.270
H -3.621 -2.068 -0.218
O -3.611 -2.979 -0.616
H 2.407 3.017 -0.075
H 3.228 4.065 0.600
O 2.479 3.980 -0.001
H 3.581 -2.727 -1.225
H 4.233 -1.427 -0.413
O 3.832 -2.298 -0.410
H 3.810 2.370 -2.527
H 2.378 1.992 -2.681
O 3.253 1.580 -2.639
H 1.757 0.497 2.086
H 2.811 1.618 2.474
O 2.206 1.304 1.795
H -4.472 -1.094 -2.701
H -4.486 0.483 -2.819
O -4.183 -0.263 -2.290
H 1.272 -1.586 2.627
H 1.472 -1.190 4.144
O 1.002 -0.972 3.335
H 3.991 1.547 -0.905
H 3.571 1.097 0.499
O 4.354 1.355 -0.026
H -2.601 -2.661 -3.355
H -3.723 -3.133 -2.386
O -3.487 -3.030 -3.328
H 5.034 0.037 -3.174
H 5.834 -0.646 -2.146
O 5.362 -0.845 -2.964
H -1.003 -0.973 2.883
H -2.442 -0.576 2.940
O -1.834 -1.094 2.397

Summary:
Energy above the lowest of the compared OMol25 structures with the same formula, charge and spin (kcal per mole): 0.0
Highest occupied orbital energy (eV): -8.918
LUMO level (eV): -0.09
Calculated total energy (eV): -56607.419
Gap between HOMO and LUMO (Ha): 0.324
Net charge: 0

Mulliken population analysis, charges in e, atoms 1 to 6:
1 S -0.1686
2 S -0.0925
3 C -0.4434
4 C -0.5676
5 N 0.6691
6 C -0.3314

=====

The following is a quantum chemistry calculation of a structure of composition C4H3AlFO5, from OMol25.

Element x y z (Å)
C 0.271 -0.987 0.317
C -1.039 -0.955 -0.459
F 1.155 -1.727 -0.411
H 0.189 -1.442 1.312
H -0.855 -0.684 -1.504
H -1.495 -1.949 -0.395
O -1.914 -0.011 0.165
C -2.604 0.821 -0.580
O -3.285 1.716 -0.208
O 0.730 0.305 0.541
Al 2.052 1.739 -0.939
O 1.844 2.079 0.762
O 2.997 0.275 0.508
C 1.955 0.820 0.892

Summary:
Highest occupied orbital energy (alpha / beta) (eV): -19.695 / -19.821
LUMO level (alpha / beta) (eV): -12.97 / -12.98
Calculated total energy (eV): -23724.029
Gap between HOMO and LUMO (alpha / beta) (Ha): 0.247 / 0.251
Net charge: +2
Spin multiplicity: 2

Mulliken population analysis, charges in e, atoms 1 to 6:
1 C 0.2304
2 C -0.5449
3 F -0.2594
4 H 0.3644
5 H 0.4483
6 H 0.3416

=====

The following is a quantum chemistry calculation of a structure of composition C4H3BClMnNO4, from OMol25.

Element x y z (Å)
N -2.504 0.236 -0.572
B -1.343 -0.420 -1.044
O -1.301 -1.249 -2.109
C 0.011 -0.174 -0.224
C 0.332 -0.499 1.041
Cl -0.589 -1.272 2.188
C 1.708 -0.027 1.270
O 2.207 0.295 2.390
O 2.340 0.109 0.168
C 1.185 0.512 -0.785
O 1.358 1.296 -1.606
H -2.308 1.017 0.037
H -3.121 0.560 -1.307
H -1.774 -0.889 -2.868
Mn 3.799 0.505 3.422

Summary:
Highest occupied orbital energy (alpha / beta) (eV): -16.652 / -16.651
LUMO level (alpha / beta) (eV): -11.72 / -11.84
Calculated total energy (eV): -58377.873
Gap between HOMO and LUMO (alpha / beta) (Ha): 0.181 / 0.177
Net charge: +2
Spin multiplicity: 6

Mulliken population analysis, charges in e, atoms 1 to 6:
1 N -0.4275
2 B 0.2938
3 O -0.4581
4 C 0.3473
5 C 0.2875
6 Cl -0.0952

=====

The following is a quantum chemistry calculation of a cluster of 2 separate species, C4H3Br in total, from OMol25.

Element x y z (Å)
C 0.584 -2.343 -1.131
C 0.620 -1.154 -1.067
C 0.127 1.371 1.257
C -0.444 1.104 0.111
Br -1.892 1.288 -0.931
H 0.252 -3.260 -1.469
H -0.256 2.277 1.636
H 1.009 0.717 1.594

Summary:
Energy above the lowest of the compared OMol25 structures with the same formula, charge and spin (kcal per mole): 124.5
Highest occupied orbital energy (alpha / beta) (eV): -9.145 / -9.145
LUMO level (alpha / beta) (eV): -1.97 / -1.96
Calculated total energy (eV): -74230.591
Gap between HOMO and LUMO (alpha / beta) (Ha): 0.264 / 0.264
Net charge: 0

Mulliken population analysis, charges in e, atoms 1 to 6:
1 C -0.1947
2 C -0.5991
3 C -0.2317
4 C -0.0420
5 Br 0.1343
6 H 0.3331

=====

The following is a quantum chemistry calculation of a structure of composition C4H3Br3, from OMol25.

Element x y z (Å)
C -1.580 -0.001 -0.017
C -2.736 0.084 0.258
C -0.174 -0.045 0.068
C -4.637 0.040 0.054
Br -5.167 -1.630 0.844
Br -4.917 0.045 -1.899
Br -5.204 1.581 0.943
H 0.368 0.983 0.282
H 0.078 -0.466 -0.974
H -0.054 -0.695 0.975

Summary:
Energy above the lowest of the compared OMol25 structures with the same formula, charge and spin (kcal per mole): 0.0
Highest occupied orbital energy (eV): -9.859
LUMO level (eV): -0.39
Calculated total energy (eV): -214319.395
Gap between HOMO and LUMO (Ha): 0.348
Net charge: 0

Mulliken population analysis, charges in e, atoms 1 to 6:
1 C 0.2453
2 C -0.1804
3 C -0.9838
4 C 0.0640
5 Br 0.0338
6 Br 0.0058

=====

no.,maximum force (eV/Å)
1,4.41
2,1.76
3,9.08
4,1.59
5,4.93
6,6.64